[1]
C10H21BrN3O5 | ωB97M-V/def2-TZVPD

## Properties
Maximum force: 7.87 eV Å⁻¹
LUMO level: 0.07823 Ha
HOMO-LUMO gap: 6.0 eV
HOMO level: -3.852 eV
Molecular weight: 343.2 g/mol
Charge: -1

Element x y z (Å)
1 O 3.835 -6.166 -1.671
2 C 3.325 -5.004 -1.659
3 O 4.092 -3.837 -1.666
4 Br 1.339 -4.808 -1.628
5 C 2.256 -2.809 1.596
6 O 2.280 -3.240 0.464
7 N 1.542 -1.716 2.010
8 C 1.561 -1.258 3.381
9 C 0.742 -0.995 1.038
10 H 2.830 -3.285 2.410
11 H 0.543 -1.283 3.780
12 H 1.939 -0.231 3.410
13 H 2.202 -1.892 3.997
14 H 0.007 -1.675 0.608
15 H 1.394 -0.631 0.239
16 H 0.233 -0.154 1.507
17 C -2.190 -0.889 -1.447
18 O -1.668 -0.684 -0.366
19 N -1.744 -0.403 -2.639
20 C -2.418 -0.691 -3.887
21 C -0.555 0.429 -2.659
22 H -3.096 -1.508 -1.544
23 H -1.724 -1.205 -4.557
24 H -2.739 0.249 -4.345
25 H -3.292 -1.325 -3.723
26 H 0.285 -0.136 -2.247
27 H -0.724 1.311 -2.035
28 H -0.322 0.740 -3.678
29 C -0.267 4.253 0.038
30 O 0.499 3.723 -0.745
31 N -0.781 3.669 1.158
32 C -1.689 4.368 2.042
33 C -0.406 2.303 1.475
34 H -0.616 5.289 -0.108
35 H -1.246 4.420 3.040
36 H -2.633 3.818 2.090
37 H -1.883 5.380 1.683
38 H 0.680 2.249 1.595
39 H -0.700 1.650 0.650
40 H -0.893 1.975 2.394


[2]
C6H12O | ωB97M-V/def2-TZVPD

## Properties
Maximum force: 2.29 eV Å⁻¹
LUMO level: 0.04030 Ha
HOMO-LUMO gap: 9.3 eV
HOMO level: -8.253 eV
Energy relative to the best compared isomer or geometry (same formula, charge and spin): 44.6 kcal per mole
Molecular weight: 100.2 g/mol
SMILES string: C/C=C\OCCC

Element x y z (Å)
1 C 2.592 -0.254 -0.411
2 C 1.736 0.610 0.474
3 C 0.503 0.281 0.866
4 C -0.981 0.632 -1.290
5 C -2.032 0.047 -0.296
6 C -1.429 -1.090 0.528
7 O -0.013 -0.952 0.625
8 H 3.145 -0.993 0.178
9 H 1.982 -0.805 -1.138
10 H 3.326 0.342 -0.966
11 H 2.153 1.527 0.878
12 H 0.072 0.843 -0.904
13 H -0.159 0.992 1.362
14 H -1.378 1.580 -1.661
15 H -0.878 -0.080 -2.109
16 H -2.934 -0.339 -0.808
17 H -2.409 0.838 0.360
18 H -1.886 -1.153 1.529
19 H -1.563 -2.064 0.044


[3]
C5H6NO | ωB97M-V/def2-TZVPD

## Properties
Maximum force: 3.40 eV Å⁻¹
LUMO level: -0.26677 Ha
HOMO-LUMO gap: 8.5 eV
HOMO level: -15.710 eV
Energy relative to the best compared isomer or geometry (same formula, charge and spin): 136.8 kcal per mole
Molecular weight: 96.1 g/mol
Charge: +1

Element x y z (Å)
1 C -0.109 1.792 1.182
2 C -0.112 0.219 -0.526
3 C -0.247 -0.246 0.747
4 C 0.348 0.523 -1.799
5 C -0.198 -1.623 1.109
6 N -0.133 2.660 0.435
7 O -0.337 0.650 1.740
8 H -0.479 0.228 -2.533
9 H 1.282 0.143 -2.071
10 H 0.279 1.648 -1.852
11 H 0.685 -1.740 1.737
12 H 0.030 -2.118 0.247
13 H -1.010 -2.136 1.584


[4]
C42H86ClN4O5P | ωB97M-V/def2-TZVPD

## Properties
<S²>: 6.019
Maximum force: 5.14 eV Å⁻¹
LUMO level (spin up / spin down): 0.02377 / -0.01621 Ha
HOMO-LUMO gap (spin up / spin down): 8.9 / 7.8 eV
HOMO level (spin up / spin down): -8.286 / -8.290 eV
Multiplicity: 5
Molecular weight: 793.6 g/mol

Element x y z (Å)
1 C 4.257 5.138 -1.286
2 C 3.185 4.180 -0.436
3 O 2.421 3.341 -1.376
4 C 1.175 2.860 -0.760
5 P -0.187 2.654 -2.083
6 C -1.401 4.127 -2.140
7 C -2.413 4.247 -0.856
8 C -2.392 5.852 -0.399
9 Cl -1.982 3.172 0.591
10 H 3.645 5.916 -1.918
11 H 4.957 5.762 -0.558
12 H 4.995 4.479 -1.945
13 H 3.861 3.554 0.314
14 H 2.465 4.933 0.126
15 H 0.821 3.504 0.177
16 H 1.393 1.767 -0.334
17 H 0.524 2.719 -3.365
18 H -2.097 3.947 -3.093
19 H -0.867 5.158 -2.339
20 H -3.531 4.030 -1.204
21 H -1.257 6.130 -0.242
22 H -2.766 6.549 -1.291
23 H -3.049 6.039 0.572
24 C 0.928 -1.986 -0.515
25 C -0.461 -2.222 -1.164
26 C -1.496 -1.210 -0.605
27 C -1.992 -1.543 0.794
28 C -2.511 -2.973 0.856
29 C -1.476 -4.017 0.362
30 N -0.871 -3.654 -0.968
31 O -1.826 -3.955 -1.958
32 C -0.366 -4.177 1.437
33 C -2.162 -5.423 0.348
34 C -0.207 -1.848 -2.666
35 H 0.952 -2.132 0.561
36 H 1.685 -2.643 -0.960
37 H 1.261 -0.951 -0.675
38 H -2.369 -1.169 -1.273
39 H -1.074 -0.197 -0.603
40 H -1.189 -1.386 1.526
41 H -2.796 -0.851 1.071
42 H -2.813 -3.198 1.883
43 H -3.427 -3.039 0.250
44 H 0.500 -4.716 1.038
45 H -0.728 -4.749 2.302
46 H -0.023 -3.227 1.857
47 H -3.059 -5.451 -0.281
48 H -2.492 -5.711 1.354
49 H -1.468 -6.196 -0.003
50 H 0.494 -2.548 -3.137
51 H 0.227 -0.845 -2.751
52 H -1.128 -1.834 -3.259
53 C -4.570 -2.375 6.192
54 C -3.644 -1.497 5.311
55 C -2.758 -0.585 6.201
56 C -3.493 0.613 6.781
57 C -4.189 1.403 5.681
58 C -5.132 0.532 4.811
59 N -4.472 -0.729 4.320
60 O -3.623 -0.370 3.255
61 C -6.408 0.194 5.630
62 C -5.683 1.417 3.644
63 C -2.700 -2.557 4.643
64 H -5.275 -1.814 6.801
65 H -5.144 -3.079 5.578
66 H -3.982 -2.969 6.904
67 H -1.908 -0.210 5.613
68 H -2.319 -1.167 7.021
69 H -4.214 0.283 7.541
70 H -2.780 1.263 7.301
71 H -4.748 2.228 6.134
72 H -3.421 1.871 5.048
73 H -6.987 -0.605 5.153
74 H -7.072 1.064 5.712
75 H -6.201 -0.096 6.664
76 H -4.887 1.848 3.027
77 H -6.257 2.268 4.032
78 H -6.351 0.839 2.994
79 H -3.258 -3.217 3.968
80 H -2.225 -3.190 5.402
81 H -1.884 -2.096 4.075
82 C 9.101 9.296 1.345
83 C 8.413 7.925 1.575
84 C 9.174 7.115 2.657
85 C 10.466 6.485 2.161
86 C 10.216 5.656 0.908
87 C 9.511 6.456 -0.218
88 N 8.292 7.196 0.267
89 O 7.258 6.252 0.409
90 C 10.529 7.444 -0.851
91 C 9.190 5.475 -1.394
92 C 7.028 8.335 2.187
93 H 10.121 9.230 0.973
94 H 8.527 9.910 0.640
95 H 9.171 9.860 2.284
96 H 8.528 6.310 3.037
97 H 9.396 7.752 3.522
98 H 11.218 7.262 1.972
99 H 10.884 5.842 2.945
100 H 11.169 5.258 0.548
101 H 9.607 4.782 1.183
102 H 10.026 8.188 -1.479
103 H 11.248 6.918 -1.494
104 H 11.146 7.968 -0.115
105 H 8.567 4.629 -1.082
106 H 10.109 5.037 -1.803
107 H 8.682 5.996 -2.214
108 H 6.419 8.886 1.460
109 H 7.164 8.987 3.059
110 H 6.449 7.473 2.537
111 C -4.476 -7.524 -7.390
112 C -4.677 -8.296 -6.059
113 C -5.994 -7.848 -5.370
114 C -5.900 -6.497 -4.679
115 C -4.721 -6.464 -3.716
116 C -3.377 -6.847 -4.389
117 N -3.466 -8.120 -5.188
118 O -3.451 -9.190 -4.272
119 C -2.910 -5.672 -5.291
120 C -2.272 -6.906 -3.283
121 C -4.884 -9.772 -6.546
122 H -4.375 -6.449 -7.275
123 H -3.590 -7.889 -7.924
124 H -5.338 -7.666 -8.056
125 H -6.289 -8.594 -4.618
126 H -6.813 -7.820 -6.100
127 H -5.818 -5.695 -5.425
128 H -6.827 -6.304 -4.126
129 H -4.651 -5.466 -3.272
130 H -4.931 -7.151 -2.883
131 H -2.101 -5.982 -5.963
132 H -2.524 -4.837 -4.691
133 H -3.713 -5.234 -5.891
134 H -2.511 -7.615 -2.482
135 H -2.150 -5.931 -2.795
136 H -1.300 -7.182 -3.711
137 H -3.974 -10.168 -7.014
138 H -5.687 -9.830 -7.291
139 H -5.172 -10.448 -5.733